[1]
Here is C13H17O6Se2Y as an isolated structure in a non-equilibrium geometry from OMol25. Energies are from wB97M-V/def2-TZVPD.

Values from the calculation:
highest occupied orbital energy: -7.602 eV
Kohn-Sham gap: 7.542 eV
LUMO level: -0.1 eV
DFT total energy: -5798.2295 a.u.

Structure (ORCA input):
```
! RIJCOSX wB97M-V def2-TZVPD def2/J DEFGRID3
* xyz 0 1
Y 0.0388 0.0543 -0.7441
C -2.2316 -0.0287 3.3040
C -1.9789 0.3595 1.8740
O -0.8295 0.1699 1.4363
C -3.0502 0.9274 1.0701
C -4.3725 0.9157 1.5687
C -5.4155 1.4356 0.8496
C -5.1490 2.0089 -0.4067
C -3.8797 2.0630 -0.9164
C -2.7874 1.5225 -0.1963
O -1.5887 1.5578 -0.6869
H -1.2949 -0.3569 3.7449
H -2.9543 -0.8451 3.3518
H -2.6452 0.8002 3.8788
H -4.5741 0.4719 2.5345
H -6.4237 1.4024 1.2374
H -5.9680 2.4152 -0.9889
H -3.6687 2.4994 -1.8836
O 4.3521 -0.0551 -4.8734
C 3.8317 1.0206 -4.1113
C 2.6164 0.6465 -3.2334
C 2.2659 1.9834 -2.5788
O 1.3832 1.8796 -1.4439
C 3.0293 -0.5230 -2.3150
Se 3.5895 -0.3476 -0.4770
C 1.4929 0.1478 -4.1687
Se -0.2465 -0.3487 -3.4282
H 3.7162 -0.2700 -5.5656
H 3.5679 1.8592 -4.7681
H 4.6559 1.3530 -3.4759
H 1.7808 2.6161 -3.3246
H 3.1723 2.4794 -2.2233
H 1.0497 2.7462 -1.1650
H 3.8524 -1.0632 -2.7854
H 2.2208 -1.2578 -2.2527
H 1.8750 -0.7240 -4.7025
H 1.3122 0.9326 -4.9084
O 1.9540 -0.4932 0.2952
O 1.1755 -1.6514 -0.1836
*
```

=====

[2]
Here is C13H18AsCl8GaGe2NO6S as an isolated structure from OMol25. Energies are from wB97M-V/def2-TZVPD.

Values from the calculation:
highest occupied orbital energy (spin up / spin down): -7.793 / -7.793 eV
Kohn-Sham gap (spin up / spin down): 6.811 / 4.737 eV
LUMO level (spin up / spin down): -1.0 / -3.1 eV
DFT total energy: -13406.2499 a.u.

Structure (ORCA input):
```
! RIJCOSX wB97M-V def2-TZVPD def2/J DEFGRID3
* xyz 0 2
Ga 4.3069 2.5294 -3.0989
O 6.3243 -1.5202 -2.3198
As 4.8852 -0.5052 -2.1982
O 4.5469 -0.3548 -0.6053
O 5.3052 0.8800 -3.0636
C 3.6478 -1.5807 -3.2332
C 3.9808 -2.9244 -3.3850
C 3.1423 -3.7879 -4.0748
C 1.9593 -3.3180 -4.6220
C 1.6160 -1.9834 -4.4782
C 2.4566 -1.1208 -3.7898
S 1.9422 0.5817 -3.7094
O 0.4859 0.5419 -3.6071
O 2.5552 1.1118 -2.4674
O 2.4570 1.2360 -4.8871
H 6.6813 -1.5809 -1.4248
H 4.9089 -3.2873 -2.9670
H 3.4179 -4.8289 -4.1831
H 1.3010 -3.9871 -5.1607
H 0.6906 -1.6004 -4.8867
Cl -2.1572 -0.9965 1.7821
C -2.9506 -2.3092 2.6599
Cl -1.9827 -2.8700 4.0358
H -3.0857 -3.1414 1.9800
H -3.8952 -1.9408 3.0425
Cl -7.3086 0.9674 0.6707
C -5.8092 1.6763 1.2830
Cl -4.5001 1.4636 0.1261
Cl -6.0657 3.3893 1.6631
C -5.4294 0.9751 2.5160
N -5.1124 0.4179 3.4669
C -0.7280 1.9767 2.7717
Ge -2.1472 2.0917 3.8927
C 1.7559 -0.4221 0.4885
C -2.3133 0.7855 5.2938
C -3.1575 3.6384 3.7764
H -0.7472 1.3237 0.2650
H -0.0695 1.1377 2.6169
H -0.1911 4.2103 2.2876
H 1.3683 0.4754 0.9649
H 1.7883 -1.2482 1.1915
H 2.7223 -0.2529 0.0114
H -1.6827 -0.0699 5.0581
H -3.3482 0.4608 5.3638
H -1.9981 1.2278 6.2374
H -3.0212 4.3479 2.9714
H -3.9729 3.8397 4.4568
Cl 0.5721 -0.8784 -0.7834
Ge -0.3883 1.4889 -1.4407
Cl -0.4112 3.1699 1.5095
Cl -2.3450 0.5646 -1.9972
*
```

=====

[3]
Here is C13H18F5N2O5PSSbSe4Y as an isolated structure from OMol25. Energies are from wB97M-V/def2-TZVPD.

Values from the calculation:
highest occupied orbital energy: -1.437 eV
Kohn-Sham gap: 5.231 eV
LUMO level: 3.8 eV
DFT total energy: -12115.3952 a.u.

Structure (ORCA input):
```
! RIJCOSX wB97M-V def2-TZVPD def2/J DEFGRID3
* xyz -2 1
Y 0.4449 1.1442 0.6076
N -0.9643 2.3327 -1.0189
N -1.5859 2.6942 0.2205
C -2.4775 1.6170 0.7043
O -3.6590 1.8650 0.8398
O -1.7957 0.5782 0.9461
H -0.3881 3.1224 -1.2997
H -1.6297 2.0656 -1.7383
H -2.0689 3.5824 0.1524
Se 2.1882 -5.2426 1.7138
Sb 3.8002 -3.4422 2.0242
Se 1.5941 -1.0667 1.6992
Se 3.1058 0.4885 0.7787
Se 4.6193 -3.3372 4.2917
C -1.3624 -2.2667 -4.1625
C -1.9812 -1.2344 -3.2399
O -1.0094 -0.4537 -2.5399
P -0.0559 -1.0324 -1.3456
O -1.0847 -2.1443 -0.8051
C -0.6836 -3.1371 0.1685
C -1.4670 -4.4005 -0.0890
O 0.9790 -1.9601 -2.1546
C 2.4112 -1.9496 -1.9535
C 2.9082 -3.3756 -1.9403
H -2.1510 -2.7514 -4.7438
H -0.8273 -3.0235 -3.5919
H -0.6583 -1.7960 -4.8499
H -2.6437 -1.7137 -2.5187
H -2.5659 -0.5124 -3.8152
H -0.8900 -2.7346 1.1610
H 0.3856 -3.3363 0.1032
H -2.5410 -4.2184 -0.0133
H -1.1716 -5.1478 0.6482
H -1.2416 -4.7924 -1.0828
H 2.6550 -1.4294 -1.0271
H 2.8482 -1.3850 -2.7818
H 2.4835 -3.9343 -1.1037
H 3.9938 -3.3825 -1.8258
H 2.6466 -3.8819 -2.8730
F -1.1456 5.9165 5.3787
C -0.6004 5.4508 4.2443
C -0.2533 6.3207 3.2267
F -0.4746 7.6356 3.3821
C 0.3125 5.8434 2.0604
F 0.6176 6.7423 1.1128
C 0.5670 4.4862 1.8443
S 1.3328 3.8990 0.4038
C 0.1886 3.6518 2.8961
F 0.3876 2.3077 2.7928
C -0.3793 4.0968 4.0727
F -0.7128 3.2414 5.0405
*
```

=====

[4]
Here is C13H18F6FeN9O4S2 as an isolated structure in a non-equilibrium geometry from OMol25. Energies are from wB97M-V/def2-TZVPD.

Values from the calculation:
highest occupied orbital energy (spin up / spin down): -12.593 / -12.182 eV
Kohn-Sham gap (spin up / spin down): 9.413 / 8.856 eV
LUMO level (spin up / spin down): -3.2 / -3.3 eV
DFT total energy: -3959.1283 a.u.

Structure (ORCA input):
```
! RIJCOSX wB97M-V def2-TZVPD def2/J DEFGRID3
* xyz 1 5
Fe 0.5974 -0.2910 -0.3507
F -4.7279 -3.1295 -2.1374
C -3.7426 -2.2748 -2.3253
F -4.2155 -1.3002 -3.0635
F -2.7701 -2.8971 -3.0129
S -2.8893 -1.4865 -0.8517
O -1.7488 -0.8466 -1.5471
O -3.7159 -0.6325 -0.0498
N -2.4600 -2.8097 -0.0946
S -1.0425 -3.0256 0.5727
O 0.0559 -2.2884 -0.1305
O -1.0617 -3.0277 2.0081
C -0.5552 -4.7987 0.0135
F -0.5293 -4.8775 -1.2920
F -1.4052 -5.6939 0.4812
F 0.6340 -4.9617 0.5149
N 2.6313 0.4814 -0.3984
C 2.7999 1.6525 -1.2197
C 2.9060 1.2415 -2.6878
C 1.6258 0.8230 -3.2463
N 1.1409 -0.4263 -2.4899
H 2.6438 0.6625 0.6173
H 3.2819 -0.2702 -0.5827
H 3.7393 2.1817 -0.9805
H 1.9352 2.2904 -1.0742
H 3.6057 0.4170 -2.6985
H 3.2759 2.0102 -3.3614
H 1.7051 0.5912 -4.3251
H 0.8133 1.5216 -3.1496
H 1.7832 -1.2256 -2.5848
H 0.2426 -0.6940 -2.8337
N -1.4204 2.0433 -1.6425
C -1.0148 2.3297 -0.3684
N -1.2320 3.6164 0.0412
C -0.7908 3.9389 1.2724
N -1.1065 5.1335 1.7414
N -0.2556 3.0002 2.1087
C -0.0913 1.8121 1.6213
N -0.3724 1.4023 0.3817
C 0.2742 0.6808 2.5801
C 0.3063 0.8303 3.9372
C 0.7343 -0.2955 4.7267
C 1.0984 -1.4421 4.1277
C 1.1049 -1.4437 2.6848
N 0.6420 -0.4645 1.9237
H -1.8468 2.8487 -1.9888
H -1.7593 1.1022 -1.7797
H -1.3975 5.9101 1.0869
H -0.8587 5.3381 2.7194
H -0.0245 1.7546 4.4922
H 0.7311 -0.2979 5.8349
H 1.3785 -2.3670 4.6374
H 1.3476 -2.3458 2.1422
*
```

=====

[5]
Here is C13H18F6GaI3N2O5S3 as an isolated structure from OMol25. Energies are from wB97M-V/def2-TZVPD.

Values from the calculation:
highest occupied orbital energy: -15.115 eV
Kohn-Sham gap: 7.286 eV
LUMO level: -7.8 eV
DFT total energy: -5602.9229 a.u.

Structure (ORCA input):
```
! RIJCOSX wB97M-V def2-TZVPD def2/J DEFGRID3
* xyz 2 1
Ga -0.7542 0.6994 -0.8986
F 2.8688 4.5422 -1.8464
C 2.4434 3.9713 -0.7484
F 2.3404 4.8212 0.2370
F 3.2122 2.9490 -0.4172
S 0.7256 3.2649 -1.1522
O 0.7645 1.8533 -0.5878
O 0.5203 3.2438 -2.5702
N -0.2333 4.1425 -0.2944
S -1.7125 3.6335 -0.1337
O -2.7252 4.5876 -0.3369
O -1.8801 2.3386 -0.8837
C -1.7815 3.0692 1.6299
F -3.0335 2.7822 1.9308
F -1.0461 1.9399 1.7178
F -1.2964 3.9826 2.4261
C 1.8516 -4.8709 -0.4834
C 1.5904 -3.5819 0.2917
C 1.2886 -2.4470 -0.6911
S 0.6692 -0.9906 0.1741
O -0.2960 -1.3445 1.2323
C 2.1832 -0.3338 0.8889
C 1.9237 0.5578 2.0984
C 3.2486 1.0821 2.6477
H 2.0800 -5.6822 0.2050
H 2.6962 -4.7659 -1.1649
H 0.9739 -5.1627 -1.0624
H 2.4604 -3.3329 0.8997
H 0.7411 -3.7069 0.9644
H 0.5229 -2.7574 -1.4003
H 2.1656 -2.1206 -1.2571
H 2.7216 0.1632 0.0780
H 2.7476 -1.2167 1.1960
H 1.4070 -0.0342 2.8541
H 1.2683 1.3903 1.8393
H 3.8495 0.2783 3.0733
H 3.0656 1.8085 3.4373
H 3.8423 1.5687 1.8730
I -0.2181 0.7667 -3.6481
I -0.7746 -1.6785 -4.5120
I -3.2527 -4.3943 -1.9392
C -3.4475 -2.4852 -1.1667
C -4.6385 -2.0117 -0.6251
C -4.6800 -0.7194 -0.1244
C -3.5529 0.0717 -0.1772
N -2.4004 -0.3870 -0.7006
C -2.3591 -1.6418 -1.1803
H -5.5198 -2.6390 -0.5947
H -5.5850 -0.3171 0.3077
H -3.5604 1.0802 0.2018
H -1.4245 -1.9665 -1.6076
*
```

=====

Question: Number 5 is which compound?
Answer: C13H18F6GaI3N2O5S3